# 1
Computed, not measured: a structure of composition C56H47N3NaO3Sb2 in a non-equilibrium geometry, with ωB97M-V/def2-TZVPD.

Lowest unoccupied orbital energy: 2.08 eV
Orbital gap: 6.80 eV
Energy relative to the best compared isomer or geometry (same formula, charge and spin): 27.7 kcal per mole
Largest force on an atom: 2.5 eV Å⁻¹
Charge: -1

Each line ends with the Löwdin charge.
Atoms and positions in Å:
Na1 -0.88 -0.47 -1.40  -0.029
O1 -1.55 -5.44 -3.15  0.039
C1 -0.46 -5.55 -2.37  -0.275
C2 0.17 -6.79 -2.29  -0.028
C3 1.28 -6.97 -1.49  -0.101
C4 1.82 -5.91 -0.80  -0.101
C5 1.22 -4.67 -0.89  -0.035
C6 0.07 -4.47 -1.65  -0.063
C7 -0.54 -3.12 -1.67  -0.432
O2 0.05 -2.16 -1.06  -0.238
N1 -1.68 -3.01 -2.29  0.047
N2 -2.22 -1.75 -2.32  -0.003
C8 -3.47 -1.63 -2.11  -0.085
C9 -4.13 -0.36 -1.98  -0.153
C10 -5.48 -0.27 -2.34  -0.071
C11 -6.21 0.88 -2.15  -0.132
C12 -5.62 1.96 -1.52  -0.103
C13 -4.31 1.88 -1.12  -0.015
C14 -3.49 0.76 -1.36  -0.365
O3 -2.25 0.76 -0.98  -0.303
H1 -1.87 -4.50 -3.03  0.059
H2 -0.25 -7.61 -2.86  0.108
H3 1.73 -7.96 -1.43  0.095
H4 2.70 -6.04 -0.18  0.090
H5 1.63 -3.82 -0.37  0.086
H6 -4.09 -2.53 -1.96  0.133
H7 -5.94 -1.14 -2.79  0.104
H8 -7.25 0.92 -2.47  0.084
H9 -6.19 2.86 -1.34  0.095
H10 -3.85 2.70 -0.59  0.074
C15 -0.57 0.65 6.13  -0.109
C16 -0.53 -0.71 5.88  -0.098
C17 -0.49 -1.18 4.58  -0.123
C18 -0.49 -0.30 3.51  -0.350
C19 -0.53 1.06 3.77  -0.139
C20 -0.57 1.54 5.07  -0.099
Sb1 -0.42 -0.97 1.43  1.651
C21 -2.28 -2.01 1.74  -0.333
C22 -3.40 -1.24 1.46  -0.133
C23 -4.68 -1.75 1.60  -0.080
C24 -4.86 -3.05 2.04  -0.098
C25 -3.75 -3.83 2.33  -0.094
C26 -2.47 -3.31 2.19  -0.116
C27 1.22 -2.30 1.94  -0.346
C28 1.22 -3.67 2.19  -0.134
C29 2.41 -4.35 2.39  -0.105
C30 3.62 -3.69 2.33  -0.096
C31 3.64 -2.33 2.07  -0.097
C32 2.45 -1.65 1.89  -0.138
H11 -0.60 1.01 7.14  0.093
H12 -0.52 -1.41 6.71  0.097
H13 -0.46 -2.25 4.38  0.093
H14 -0.51 1.76 2.94  0.061
H15 -0.61 2.60 5.25  0.097
H16 -3.28 -0.22 1.11  0.085
H17 -5.54 -1.14 1.36  0.106
H18 -5.85 -3.46 2.16  0.096
H19 -3.88 -4.85 2.67  0.098
H20 -1.63 -3.94 2.42  0.073
H21 0.30 -4.23 2.19  0.083
H22 2.39 -5.42 2.58  0.102
H23 4.55 -4.23 2.47  0.097
H24 4.58 -1.80 2.00  0.098
H25 2.47 -0.59 1.68  0.075
N3 2.19 -1.18 -2.77  0.140
C33 3.47 -0.88 -2.41  -0.345
C34 4.17 0.18 -3.00  -0.058
C35 5.50 0.40 -2.71  -0.109
C36 6.17 -0.43 -1.83  -0.130
C37 5.48 -1.46 -1.20  -0.107
C38 4.15 -1.70 -1.49  -0.034
H26 1.67 -0.47 -3.27  0.087
H27 1.64 -1.73 -2.13  0.055
H28 3.64 0.83 -3.69  0.103
H29 6.03 1.21 -3.17  0.097
H30 7.22 -0.28 -1.62  0.088
H31 5.99 -2.09 -0.48  0.097
H32 3.62 -2.52 -1.03  0.101
C39 2.24 6.50 -3.23  -0.107
C40 1.83 6.48 -1.90  -0.090
C41 1.28 5.33 -1.37  -0.129
C42 1.11 4.19 -2.15  -0.369
C43 1.56 4.22 -3.46  -0.146
C44 2.12 5.36 -4.00  -0.106
Sb2 0.02 2.45 -1.37  1.622
C45 -1.45 3.82 -0.63  -0.379
C46 -1.92 4.80 -1.49  -0.130
C47 -2.93 5.66 -1.09  -0.085
C48 -3.50 5.53 0.16  -0.098
C49 -3.05 4.54 1.02  -0.093
C50 -2.03 3.69 0.62  -0.154
C51 1.41 2.50 0.29  -0.373
C52 1.27 3.29 1.42  -0.150
C53 2.30 3.37 2.35  -0.087
C54 3.48 2.68 2.13  -0.091
C55 3.63 1.90 1.00  -0.089
C56 2.59 1.80 0.10  -0.144
H33 2.65 7.41 -3.65  0.095
H34 1.94 7.36 -1.29  0.099
H35 0.96 5.31 -0.34  0.093
H36 1.46 3.33 -4.08  0.085
H37 2.45 5.38 -5.03  0.096
H38 -1.51 4.88 -2.49  0.101
H39 -3.30 6.42 -1.77  0.100
H40 -4.31 6.18 0.46  0.096
H41 -3.50 4.41 2.00  0.105
H42 -1.72 2.89 1.27  0.090
H43 0.36 3.85 1.59  0.083
H44 2.18 3.98 3.24  0.101
H45 4.29 2.77 2.84  0.098
H46 4.56 1.37 0.83  0.103
H47 2.71 1.19 -0.79  0.076

***

# 2
Computed, not measured: a cluster of 10 separate species, C56H49Cl2N9O18 in total in a non-equilibrium geometry, with ωB97M-V/def2-TZVPD.

Lowest unoccupied orbital energy: -1.12 eV
Orbital gap: 8.74 eV
Energy relative to the best compared isomer or geometry (same formula, charge and spin): 15.4 kcal per mole
Largest force on an atom: 1.8 eV Å⁻¹
Structure (SMILES): O=[N+]([O-])c1ccccc1.O=[N+]([O-])c1ccccc1.O=[N+]([O-])c1ccccc1.O=[N+]([O-])c1ccccc1.O=[N+]([O-])c1ccccc1.O=[N+]([O-])c1ccccc1.O=[N+]([O-])c1ccccc1.O=[N+]([O-])c1ccccc1.O=[N+]([O-])c1ccccc1.ClCCCl

Each line ends with the Löwdin charge.
Atoms and positions in Å:
O1 1.76 4.70 13.51  0.089
N1 1.81 3.61 14.05  -0.345
O2 2.25 2.62 13.50  0.063
C1 1.38 3.46 15.43  -0.149
C2 0.96 2.24 15.90  0.007
C3 0.52 2.14 17.22  -0.047
C4 0.60 3.25 18.03  -0.070
C5 0.94 4.52 17.56  -0.050
C6 1.37 4.60 16.25  0.006
H1 0.87 1.37 15.26  0.108
H2 0.19 1.22 17.66  0.090
H3 0.33 3.15 19.08  0.106
H4 0.99 5.41 18.18  0.108
H5 1.73 5.53 15.83  0.118
O3 1.77 -10.24 14.48  0.067
N2 2.35 -9.31 13.94  -0.349
O4 3.01 -9.47 12.93  0.073
C7 2.32 -8.00 14.57  -0.164
C8 3.02 -6.98 13.93  0.020
C9 2.96 -5.73 14.53  -0.047
C10 2.35 -5.56 15.77  -0.062
C11 1.66 -6.60 16.37  -0.064
C12 1.69 -7.87 15.80  -0.015
H6 3.60 -7.17 13.04  0.120
H7 3.47 -4.83 14.18  0.089
H8 2.40 -4.57 16.22  0.096
H9 1.22 -6.46 17.35  0.098
H10 1.11 -8.67 16.23  0.116
O5 -3.34 -11.80 14.49  0.082
N3 -3.95 -10.84 14.90  -0.352
O6 -5.06 -10.90 15.40  0.071
C13 -3.33 -9.51 14.77  -0.185
C14 -4.02 -8.39 15.13  -0.033
C15 -3.44 -7.13 15.07  -0.056
C16 -2.10 -7.07 14.67  -0.064
C17 -1.36 -8.22 14.39  -0.058
C18 -1.99 -9.46 14.40  0.001
H11 -5.04 -8.47 15.48  0.122
H12 -4.13 -6.31 15.21  0.104
H13 -1.58 -6.13 14.54  0.093
H14 -0.35 -8.07 14.03  0.092
H15 -1.42 -10.36 14.24  0.122
O7 -3.05 0.49 22.48  0.080
N4 -2.45 0.11 23.47  -0.351
O8 -2.95 -0.61 24.32  0.072
C19 -1.13 0.62 23.74  -0.150
C20 -0.57 0.57 25.02  0.002
C21 0.75 0.94 25.21  -0.073
C22 1.50 1.48 24.17  -0.070
C23 0.92 1.60 22.92  -0.065
C24 -0.36 1.11 22.70  -0.008
H16 -1.21 0.19 25.81  0.116
H17 1.20 0.93 26.20  0.105
H18 2.45 1.91 24.46  0.106
H19 1.46 2.12 22.14  0.107
H20 -0.68 1.19 21.66  0.108
O9 -2.05 3.86 13.13  0.060
N5 -1.25 3.85 12.20  -0.348
O10 -1.00 4.83 11.54  0.086
C25 -0.52 2.60 11.95  -0.168
C26 -0.74 1.53 12.80  -0.007
C27 -0.12 0.32 12.50  -0.057
C28 0.79 0.28 11.46  -0.081
C29 1.03 1.36 10.63  -0.059
C30 0.34 2.54 10.88  0.000
H21 -1.44 1.62 13.62  0.120
H22 -0.22 -0.58 13.09  0.093
H23 1.35 -0.65 11.35  0.100
H24 1.76 1.31 9.83  0.100
H25 0.59 3.40 10.27  0.124
O11 -2.63 -3.76 13.81  0.044
N6 -2.92 -2.71 13.28  -0.343
O12 -2.26 -2.26 12.38  0.086
C31 -4.11 -2.01 13.74  -0.148
C32 -4.61 -2.26 15.01  -0.002
C33 -5.70 -1.53 15.44  -0.068
C34 -6.29 -0.58 14.63  -0.071
C35 -5.77 -0.27 13.38  -0.047
C36 -4.67 -1.02 12.94  0.007
H26 -4.19 -3.08 15.58  0.113
H27 -6.13 -1.75 16.41  0.114
H28 -7.10 0.04 15.01  0.113
H29 -6.25 0.44 12.73  0.110
H30 -4.24 -0.85 11.96  0.120
O13 5.09 -0.48 18.65  0.086
N7 5.16 -0.11 17.49  -0.347
O14 4.26 0.42 16.88  0.066
C37 6.40 -0.38 16.75  -0.144
C38 6.47 -0.15 15.38  -0.004
C39 7.66 -0.40 14.71  -0.067
C40 8.80 -0.71 15.44  -0.076
C41 8.72 -1.00 16.78  -0.058
C42 7.51 -0.79 17.46  0.007
H31 5.61 0.14 14.80  0.116
H32 7.70 -0.19 13.65  0.108
H33 9.71 -0.86 14.87  0.109
H34 9.61 -1.33 17.31  0.108
H35 7.46 -1.00 18.52  0.119
O15 0.84 -0.30 19.81  0.068
N8 0.17 -1.28 19.53  -0.347
O16 -0.63 -1.77 20.29  0.085
C43 0.28 -1.80 18.17  -0.146
C44 -0.69 -2.71 17.75  -0.030
C45 -0.69 -3.12 16.42  -0.053
C46 0.37 -2.72 15.60  -0.077
C47 1.35 -1.86 16.04  -0.066
C48 1.31 -1.40 17.36  -0.012
H36 -1.47 -2.99 18.44  0.075
H37 -1.58 -3.60 16.03  0.084
H38 0.29 -3.00 14.55  0.108
H39 2.18 -1.54 15.43  0.101
H40 2.17 -0.84 17.69  0.104
O17 4.42 -3.57 12.00  0.087
N9 4.09 -2.41 12.07  -0.346
O18 3.34 -1.97 12.93  0.060
C49 4.52 -1.48 11.04  -0.146
C50 5.18 -1.96 9.92  -0.005
C51 5.64 -1.10 8.94  -0.065
C52 5.36 0.25 9.03  -0.055
C53 4.61 0.76 10.11  -0.060
C54 4.24 -0.12 11.10  -0.024
H41 5.49 -3.00 9.89  0.122
H42 6.13 -1.57 8.10  0.112
H43 5.63 0.97 8.27  0.108
H44 4.41 1.81 10.25  0.114
H45 3.64 0.37 11.86  0.111
Cl1 -1.44 -5.58 19.39  0.594
C55 -2.30 -7.14 19.09  -0.633
C56 -1.34 -8.05 18.36  -0.696
Cl2 -2.14 -9.58 18.04  0.636
H46 -3.17 -6.88 18.50  0.062
H47 -2.69 -7.54 20.02  0.073
H48 -0.51 -8.19 19.05  0.072
H49 -0.99 -7.53 17.46  0.039

***

> Which of these has the highest orbital gap?

C56H49Cl2N9O18

***

> Which of these has the highest orbital gap?

C56H49Cl2N9O18